6 unconnected molecules or ions with the total composition C47H101N5O7 in a non-equilibrium geometry. Source: the OMol25 dataset; level of theory: ωB97M-V with the def2-TZVPD basis set.

Each line ends with the Löwdin charge.
CARTESIAN COORDINATES (ANGSTROEM)
C  2.437210  -5.166162  -1.231840  -0.008
C  1.366070  -5.969011  -2.082155  -0.463
C  1.286474  -7.411485  -1.504187  -0.026
C  -0.009212  -5.374226  -1.942373  -0.146
C  -0.330591  -4.135173  -2.808204  -0.167
C  0.176689  -4.391950  -4.247249  -0.127
C  1.647155  -4.825555  -4.408222  -0.471
C  1.942321  -5.086543  -5.885712  -0.045
C  2.607795  -3.700373  -4.088803  -0.067
N  1.867479  -6.056023  -3.508519  -0.111
O  3.059748  -6.734826  -3.756338  -0.005
H  2.847741  -4.209487  -1.554852  0.067
H  1.908481  -5.117111  -0.279925  0.055
H  3.289718  -5.831416  -1.094816  0.072
H  1.059205  -7.317200  -0.442323  0.083
H  0.535131  -7.980469  -2.051764  0.086
H  2.261053  -7.889277  -1.604303  0.074
H  -0.759858  -6.065907  -2.324756  0.117
H  -0.359264  -5.027147  -0.970209  0.117
H  -1.384608  -3.939221  -2.611339  0.105
H  0.130277  -3.203271  -2.480724  0.083
H  -0.063001  -3.464587  -4.767482  0.115
H  -0.413247  -5.185752  -4.705453  0.118
H  2.004838  -6.159914  -6.064750  0.078
H  2.970259  -4.854962  -6.164645  0.078
H  1.157729  -4.683996  -6.526401  0.086
H  2.586694  -2.917325  -4.846758  0.085
H  3.671439  -3.925294  -4.167363  0.089
H  2.246553  -3.109583  -3.247039  0.058
H  3.712390  -6.239200  -3.256319  0.080
C  -5.316295  -0.792670  -3.457564  -0.027
C  -4.426703  0.110533  -2.619680  -0.463
C  -3.100091  0.491943  -3.408405  -0.010
C  -5.198045  1.431864  -2.356720  -0.133
C  -6.252294  1.450308  -1.249338  -0.195
C  -5.662753  0.976244  0.040280  -0.119
C  -4.709480  -0.311432  -0.075338  -0.417
C  -3.678901  -0.229277  1.069789  -0.035
C  -5.670596  -1.469957  0.180758  -0.037
N  -3.983413  -0.458234  -1.376184  -0.157
O  -3.321796  -1.606458  -1.564798  -0.012
H  -6.231113  -1.027146  -2.913295  0.072
H  -5.771807  -0.293059  -4.312540  0.088
H  -4.915332  -1.762613  -3.751727  0.087
H  -3.250055  0.757440  -4.454882  0.085
H  -2.481584  1.358155  -3.173361  0.045
H  -2.339877  -0.283884  -3.499299  0.065
H  -4.556173  2.291305  -2.163207  0.096
H  -5.564596  1.789831  -3.318802  0.119
H  -6.532514  2.496272  -1.124635  0.114
H  -7.128760  0.933308  -1.639983  0.112
H  -6.598385  0.832947  0.580797  0.113
H  -5.120412  1.805598  0.494311  0.113
H  -2.986835  -1.071260  1.054788  0.046
H  -4.049484  -0.238279  2.094810  0.089
H  -3.191114  0.738828  1.183522  0.078
H  -6.347545  -1.201347  0.991743  0.086
H  -5.176432  -2.404644  0.445839  0.085
H  -6.267006  -1.609752  -0.720822  0.079
H  -3.976213  -2.303438  -1.477859  0.108
C  4.566921  2.889682  0.691317  -0.031
C  4.197387  3.103628  2.154781  -0.446
C  5.411210  2.684035  3.134962  -0.020
C  3.896553  4.642232  2.351216  -0.130
C  3.087054  5.002379  3.610119  -0.158
C  1.654699  4.289982  3.629157  -0.090
C  1.897782  2.751264  3.451668  -0.515
C  2.249178  2.184474  4.817794  -0.034
C  0.583236  2.209139  2.943546  -0.032
N  2.970066  2.386137  2.497495  -0.107
O  3.049363  0.981158  2.282490  -0.015
H  4.869558  3.846049  0.264856  0.076
H  5.388057  2.180404  0.587543  0.080
H  3.760093  2.507047  0.066244  0.075
H  6.395259  3.099434  2.917711  0.072
H  5.130983  2.942277  4.156179  0.055
H  5.692741  1.649181  3.329661  0.070
H  4.874957  5.116871  2.425717  0.111
H  3.553439  5.237444  1.504983  0.097
H  3.588391  4.825996  4.561770  0.096
H  2.948144  6.083470  3.604410  0.100
H  1.080838  4.606887  2.758309  0.096
H  1.185073  4.612218  4.558519  0.118
H  1.517359  2.197013  5.625489  0.088
H  3.139912  2.714562  5.154979  0.064
H  2.649541  1.177862  4.697265  0.077
H  0.576979  1.124548  2.835277  0.062
H  0.355535  2.721920  2.009029  0.068
H  -0.155846  2.402714  3.720959  0.095
H  2.521169  0.867020  1.489021  0.083
C  -1.349788  -2.478198  2.501191  -0.031
C  0.074910  -2.776201  3.014060  -0.470
C  1.113181  -1.922140  2.281817  -0.030
C  -0.019344  -2.227452  4.503594  -0.125
C  1.143800  -2.567887  5.482456  -0.165
C  1.347911  -4.084975  5.359854  -0.135
C  1.450260  -4.800748  3.989738  -0.460
C  2.848712  -4.654408  3.513189  -0.041
C  0.986509  -6.343117  4.062287  -0.011
N  0.486472  -4.187633  3.037447  -0.141
O  0.520626  -4.692214  1.751612  -0.017
H  -1.392517  -2.446140  1.412507  0.072
H  -1.478865  -1.414159  2.699342  0.073
H  -2.062061  -3.086049  3.059137  0.096
H  0.611754  -0.996221  2.000107  0.065
H  1.415570  -2.438872  1.370966  0.075
H  1.996233  -1.455079  2.717925  0.078
H  0.167298  -1.157368  4.413110  0.102
H  -0.997466  -2.561629  4.849577  0.115
H  0.776343  -2.108068  6.399871  0.108
H  2.039035  -1.970642  5.309360  0.101
H  0.588423  -4.601811  5.946498  0.114
H  2.242795  -4.175466  5.975573  0.106
H  3.019406  -5.483053  2.825939  0.082
H  3.175479  -3.681179  3.146939  0.088
H  3.529940  -4.797182  4.352014  0.083
H  -0.068030  -6.610967  3.996662  0.079
H  1.279230  -6.815881  3.124785  0.059
H  1.504338  -6.886402  4.852722  0.077
H  1.132868  -4.040337  1.402591  0.041
C  -3.231870  5.266625  -1.037435  -0.042
C  -1.676167  5.031865  -1.271282  -0.460
C  -1.348969  4.035612  -0.148967  -0.050
C  -1.509710  4.386968  -2.701571  -0.095
C  0.000285  4.343465  -3.097075  -0.182
C  0.582795  5.756419  -3.011021  -0.102
C  0.336338  6.572342  -1.625758  -0.417
C  1.432983  6.158489  -0.534980  -0.036
C  0.533190  8.102315  -1.771433  -0.053
N  -1.048682  6.339110  -1.170400  -0.130
O  -1.501175  7.204882  -0.154226  -0.007
H  -3.596815  6.038131  -1.715442  0.077
H  -3.894720  4.423864  -1.233598  0.061
H  -3.498353  5.608791  -0.037432  0.078
H  -1.299067  4.556485  0.807218  0.084
H  -2.061481  3.217086  -0.046833  0.077
H  -0.376012  3.546819  -0.199361  0.047
H  -1.882518  3.362898  -2.721538  0.083
H  -2.131045  4.998546  -3.355807  0.117
H  0.630265  3.552698  -2.689748  0.098
H  0.109381  4.012732  -4.129939  0.103
H  0.090607  6.309122  -3.811247  0.112
H  1.659209  5.673799  -3.161342  0.109
H  1.222346  6.689897  0.393098  0.074
H  2.429011  6.140556  -0.977367  0.078
H  1.312711  5.196919  -0.035956  0.046
H  -0.353050  8.507451  -2.259836  0.077
H  1.366631  8.552329  -2.310836  0.082
H  0.605894  8.605730  -0.807385  0.073
H  -2.112358  7.775789  -0.625514  0.101
O  0.665375  -0.831215  -2.969186  -0.055
C  1.042545  -0.126639  -1.845619  -0.254
C  -0.187639  0.600400  -1.241369  -0.160
O  -0.974410  -0.539858  -0.718419  -0.099
H  -0.291453  -0.802755  -3.041736  0.062
H  1.557405  -0.791178  -1.151785  0.119
H  1.613820  0.770841  -2.082851  0.105
H  -0.824057  1.129237  -1.950887  0.092
H  0.036723  1.229522  -0.380000  0.096
H  -1.793678  -0.610314  -1.213845  0.013

Forces on atoms 1 to 6 (eV/Å):
C -0.87 -1.32 0.41
C 2.67 -0.05 -0.14
C 0.65 0.96 -0.33
C -1.40 1.61 -1.53
C 1.65 -0.47 -0.01
C -1.19 0.09 0.51

Summary:
SMILES string: CC1(C)CCCC(C)(C)N1O.CC1(C)CCCC(C)(C)N1O.CC1(C)CCCC(C)(C)N1O.CC1(C)CCCC(C)(C)N1O.CC1(C)CCCC(C)(C)N1O.OCCO
lowest unoccupied orbital energy: 0.46 eV
ΔE to the lowest compared entry with this formula, charge and spin: 147.6 kcal/mol
net charge: 0
highest occupied orbital energy: -7.7 eV